[1]
{"formula": "C4H4N2O", "method": "ωB97M-V with the def2-TZVPD basis set", "homo_lumo_gap_ev": 8.6, "e_homo_ev": -7.90, "smiles": "Oc1[nH]cc2c1N2", "lumo_ev": 0.66, "fmax_ev_per_a": 4.0, "energy_ev": -9234.3602, "symbols": ["C", "C", "C", "C", "N", "N", "O", "H", "H", "H", "H"], "xyz": [[0.45146, -0.14452, -1.36771], [1.26688, -0.00357, -0.35881], [0.63912, -0.08002, 0.89793], [-0.67788, -0.07961, 0.76750], [-0.81341, -0.34641, -0.76609], [2.08856, 0.05425, 0.81958], [-1.75991, -0.05276, 1.58304], [0.52818, 0.00280, -2.36228], [-1.63819, -0.24445, -1.38827], [2.52051, 1.02329, 0.97518], [-2.60531, -0.12900, 1.19992]], "atomic_forces_ev_per_a": [[-1.582, -0.311, 2.696], [1.270, -0.263, 2.088], [0.381, 1.021, -0.001], [-0.737, -1.023, -3.807], [-1.578, 0.716, 0.757], [1.420, 1.251, 0.088], [2.279, 0.126, 1.243], [0.316, 0.122, -3.051], [0.577, -0.001, 1.276], [-1.191, -1.457, -0.022], [-1.155, -0.181, -1.268]], "mulliken_charge": [-0.9519, 0.4323, 0.6132, -0.2351, -0.1710, -0.4998, -0.4786, 0.4775, 0.2338, 0.2615, 0.3180]}

***

[2]
{"formula": "C58H45EuN8O2P2", "method": "ωB97M-V with the def2-TZVPD basis set", "homo_lumo_gap_ev": [4.8, 6.8], "total_charge": 1, "e_homo_ev": [-7.59, -9.57], "multiplicity": 8, "lumo_ev": [-2.79, -2.79], "fmax_ev_per_a": 1.9, "energy_ev": -114798.3196, "symbols": ["Eu", "C", "C", "N", "C", "C", "N", "C", "C", "C", "C", "C", "N", "C", "C", "N", "C", "C", "N", "C", "C", "C", "N", "C", "C", "H", "H", "H", "H", "H", "H", "H", "H", "H", "H", "H", "H", "O", "P", "C", "P", "O", "C", "C", "C", "C", "C", "C", "C", "C", "C", "C", "C", "C", "C", "C", "C", "C", "C", "C", "C", "C", "C", "C", "C", "C", "H", "H", "H", "H", "H", "H", "H", "H", "H", "H", "H", "H", "H", "H", "H", "H", "H", "H", "H", "H", "H", "H", "N", "C", "N", "C", "C", "C", "C", "C", "C", "H", "H", "H", "H", "H", "H", "C", "C", "C", "C", "C", "C", "C", "C", "H", "H", "H", "H", "H"], "xyz": [[0.36207, 0.98495, 0.43841], [2.92935, -1.98692, 2.91776], [2.62262, -0.71566, 2.45297], [1.39549, -0.21561, 2.54611], [0.46938, -0.96636, 3.15741], [0.77951, -2.25936, 3.57339], [1.99669, -2.76766, 3.44732], [-0.85371, -0.33297, 3.36122], [-1.74875, -0.78249, 4.31932], [-2.96533, -0.12405, 4.50084], [-3.19836, 0.97949, 3.68100], [-2.25766, 1.36150, 2.73403], [-1.10042, 0.71925, 2.58171], [-2.46445, 2.51797, 1.82907], [-3.70842, 3.10785, 1.61440], [-3.85210, 4.18149, 0.85177], [-2.76164, 4.67499, 0.28232], [-1.52853, 4.05093, 0.42789], [-1.38038, 2.97585, 1.19021], [-3.95574, -0.57314, 5.51133], [-3.70960, -1.66655, 6.34048], [-4.68171, -2.07393, 7.24160], [-5.85813, -1.47481, 7.37075], [-6.09393, -0.42141, 6.59871], [-5.18777, 0.06207, 5.66740], [3.93049, -2.39410, 2.84777], [3.37040, -0.08436, 1.98903], [0.03347, -2.91622, 4.00648], [-1.48374, -1.62830, 4.93585], [-4.10285, 1.55800, 3.78039], [-4.61729, 2.70332, 2.04427], [-2.88196, 5.56819, -0.31769], [-0.64978, 4.40354, -0.09534], [-2.77650, -2.21076, 6.30867], [-4.50731, -2.92396, 7.89169], [-7.05671, 0.05957, 6.72847], [-5.46796, 0.92625, 5.08413], [-0.78661, -1.00417, 0.38254], [-0.96009, -1.95820, -0.76281], [0.61129, -2.82335, -1.15943], [2.10148, -1.74844, -1.21795], [1.93968, -0.55168, -0.33149], [3.47390, -2.78364, -0.66943], [3.45404, -4.17439, -0.68983], [4.56340, -4.88550, -0.25580], [5.69412, -4.21298, 0.18275], [5.72317, -2.82376, 0.18699], [4.61490, -2.11008, -0.23603], [2.39287, -1.27398, -2.92779], [2.74834, -2.23100, -3.87715], [2.95369, -1.84912, -5.19192], [2.80105, -0.51770, -5.55803], [2.44570, 0.43317, -4.61132], [2.24897, 0.06136, -3.29013], [-1.60303, -1.16108, -2.23801], [-2.84779, -0.54544, -2.10056], [-3.41556, 0.10370, -3.18093], [-2.74777, 0.13371, -4.39932], [-1.51773, -0.48901, -4.53991], [-0.94610, -1.14745, -3.46251], [-2.08171, -3.28634, -0.30243], [-2.50719, -4.23377, -1.23046], [-3.34407, -5.25981, -0.82432], [-3.75716, -5.33733, 0.49979], [-3.34236, -4.38649, 1.42171], [-2.50186, -3.35860, 1.02196], [0.49687, -3.40812, -2.07520], [0.75213, -3.51527, -0.32462], [2.57856, -4.71136, -1.03483], [4.54333, -5.96726, -0.26145], [6.55812, -4.77263, 0.51608], [6.61180, -2.30092, 0.51592], [4.62121, -1.02598, -0.23104], [2.86615, -3.27021, -3.58743], [3.23526, -2.58689, -5.93189], [2.95675, -0.21957, -6.58657], [2.30808, 1.46497, -4.90677], [1.93842, 0.78546, -2.54757], [-3.35400, -0.56906, -1.14160], [-4.37801, 0.58765, -3.07898], [-3.19113, 0.64311, -5.24508], [-0.99788, -0.46035, -5.48867], [0.02067, -1.62133, -3.57336], [-2.19970, -4.15598, -2.26777], [-3.68343, -5.99713, -1.53995], [-4.40991, -6.14157, 0.81295], [-3.67835, -4.44502, 2.44892], [-2.17206, -2.59838, 1.72069], [3.84267, 4.09387, -0.25209], [2.76972, 3.32832, -0.55544], [2.28241, 2.69308, 0.47946], [3.08126, 3.08294, 1.55429], [2.99448, 2.76236, 2.90871], [3.93151, 3.31576, 3.75841], [4.93388, 4.17624, 3.28827], [5.02359, 4.51939, 1.95475], [4.07847, 3.96082, 1.10199], [4.36758, 4.66120, -0.89270], [2.34535, 3.27283, -1.54815], [2.20709, 2.11607, 3.27154], [3.89219, 3.08864, 4.81583], [5.64434, 4.59207, 3.99032], [5.78695, 5.19658, 1.59378], [-0.24999, 1.95515, -1.65414], [-0.45869, 2.57983, -2.68922], [-0.69382, 3.31815, -3.89574], [0.38428, 3.84849, -4.61356], [0.17325, 4.58497, -5.76784], [-1.11783, 4.80379, -6.22749], [-2.19453, 4.27617, -5.52846], [-1.98849, 3.53841, -4.37291], [1.39030, 3.67749, -4.24983], [1.01891, 4.99213, -6.30814], [-1.28360, 5.38730, -7.12365], [-3.20389, 4.44171, -5.88386], [-2.82658, 3.12684, -3.82526]], "atomic_forces_ev_per_a": [[0.095, 1.207, 1.423], [-0.047, 0.040, -0.038], [-0.023, -0.046, 0.028], [0.241, -0.307, 0.710], [0.307, -0.056, -0.018], [-0.095, 0.059, 0.000], [0.046, -0.146, 0.049], [-0.098, 0.090, -0.033], [-0.070, -0.057, 0.060], [0.218, 0.163, -0.268], [-0.087, -0.054, 0.074], [0.100, -0.186, 0.031], [-0.335, -0.022, 0.396], [-0.030, 0.217, -0.180], [0.125, -0.089, 0.062], [-0.129, 0.126, -0.055], [-0.030, -0.089, 0.052], [0.041, -0.019, -0.051], [-0.208, 0.133, 0.154], [-0.182, -0.073, 0.156], [-0.006, 0.027, -0.023], [0.051, 0.028, -0.043], [-0.133, -0.035, 0.141], [0.081, -0.003, -0.041], [0.046, -0.035, -0.007], [0.019, 0.054, -0.035], [0.019, -0.032, -0.028], [-0.039, 0.066, -0.012], [0.023, 0.027, -0.029], [-0.005, -0.001, 0.016], [0.048, -0.010, 0.036], [0.072, -0.017, -0.024], [-0.011, 0.005, -0.028], [-0.031, -0.007, 0.000], [0.043, 0.002, -0.029], [0.018, 0.020, -0.031], [0.004, -0.002, -0.033], [-0.709, -1.209, -0.130], [0.016, -0.117, -0.286], [0.052, 0.302, -0.037], [-0.177, -0.152, 0.035], [0.761, -0.527, -0.577], [-0.147, 0.090, -0.199], [-0.014, 0.038, 0.023], [0.004, -0.073, -0.004], [-0.007, 0.001, -0.019], [0.019, 0.002, 0.005], [0.000, 0.055, -0.008], [0.143, -0.139, 0.153], [-0.024, -0.002, 0.037], [0.006, -0.113, -0.042], [-0.042, 0.078, 0.046], [0.022, 0.018, -0.069], [-0.045, -0.072, 0.107], [0.002, -0.396, 0.105], [0.070, 0.064, 0.025], [-0.010, -0.006, 0.024], [0.015, -0.034, -0.006], [0.000, 0.013, -0.074], [0.021, -0.008, 0.113], [0.085, 0.099, -0.041], [-0.017, 0.046, 0.027], [-0.003, -0.043, -0.067], [0.001, 0.018, 0.046], [-0.022, -0.042, -0.001], [0.025, 0.043, -0.007], [0.030, -0.020, 0.016], [-0.032, -0.013, 0.009], [0.014, -0.011, 0.013], [0.007, 0.007, 0.001], [-0.006, 0.003, 0.003], [-0.016, 0.004, 0.012], [0.035, -0.005, 0.011], [0.048, 0.004, -0.031], [-0.008, 0.005, 0.009], [0.004, -0.014, -0.005], [-0.009, 0.004, 0.014], [-0.028, 0.066, -0.048], [-0.049, 0.027, -0.030], [0.000, -0.003, 0.016], [0.013, 0.016, 0.012], [-0.005, 0.007, 0.002], [-0.086, -0.005, -0.079], [-0.023, -0.026, -0.003], [0.012, 0.008, 0.003], [-0.009, 0.009, -0.010], [0.006, 0.003, -0.004], [-0.011, -0.022, 0.023], [0.163, 0.090, -0.003], [-0.231, -0.168, -0.013], [0.397, 0.410, 0.139], [0.183, 0.174, -0.126], [0.021, 0.025, -0.028], [-0.049, -0.054, 0.046], [0.048, 0.044, -0.007], [0.033, 0.049, -0.077], [-0.183, -0.183, 0.200], [-0.026, 0.021, -0.074], [0.014, -0.019, -0.001], [0.000, -0.027, 0.020], [-0.013, 0.006, -0.010], [-0.001, -0.013, -0.008], [-0.004, -0.007, 0.026], [-0.323, 0.615, -1.497], [-0.008, -0.026, -0.013], [0.108, 0.008, 0.030], [-0.092, 0.013, -0.053], [0.034, -0.016, 0.014], [-0.009, 0.035, -0.054], [-0.034, -0.032, 0.025], [0.022, 0.045, -0.049], [0.004, 0.026, 0.012], [-0.017, 0.005, -0.003], [-0.005, -0.018, -0.003], [0.007, 0.015, -0.004], [0.011, 0.022, 0.017]], "mulliken_charge": [1.1206, -0.7983, -0.1474, 0.4677, 0.2277, -0.5735, -0.6607, -0.1373, -0.5782, 1.3711, -0.7685, -0.3032, 0.2662, 0.2460, -0.2189, -0.6386, -0.4979, -0.1019, -0.1596, 0.8689, -0.6373, -0.4423, -0.6084, -0.4551, -0.4706, 0.4331, 0.4212, 0.4289, 0.4773, 0.4392, 0.4176, 0.4458, 0.3855, 0.3305, 0.3872, 0.3875, 0.3253, 0.9344, -0.0865, -1.8093, 0.5131, 0.4549, 0.5864, -0.3409, -0.8239, -0.4880, -0.7910, -0.5461, 0.2476, -0.6513, -0.7827, -0.7805, -0.4885, 0.1857, 0.7929, -0.6720, -0.7936, -0.5626, -0.6911, -0.3746, 0.5697, -0.7246, -0.7117, -0.5674, -0.7516, -0.1989, 0.8632, 0.9113, 0.4913, 0.4295, 0.4179, 0.4391, 0.4040, 0.4364, 0.4238, 0.4370, 0.3350, 0.1061, 0.4129, 0.4632, 0.4429, 0.4590, 0.2846, 0.4231, 0.4216, 0.3988, 0.5040, 0.3767, 0.0542, -1.0385, 0.2670, 0.2146, -0.2900, -0.8300, -0.4510, -1.0803, 0.5757, 0.2283, 0.6249, 0.3531, 0.4345, 0.3958, 0.4177, -0.6920, 0.1184, 0.1828, -0.0510, -0.7775, -0.4738, -0.7442, -0.3248, 0.3249, 0.4114, 0.4021, 0.4137, 0.5557]}

***

[3]
{"formula": "C3H15NO4", "method": "ωB97M-V with the def2-TZVPD basis set", "homo_lumo_gap_ev": 4.2, "e_homo_ev": -9.29, "lumo_ev": -5.08, "fmax_ev_per_a": 4.8, "energy_ev": -13026.6533, "symbols": ["C", "C", "N", "C", "H", "H", "H", "H", "H", "H", "H", "H", "H", "O", "H", "H", "O", "H", "H", "O", "H", "H", "O"], "xyz": [[0.80685, 0.80954, 0.82430], [0.86892, -0.73790, 0.92353], [0.71056, -1.41252, -0.33655], [-0.62050, -1.27034, -0.83416], [1.62173, 1.16786, 0.18856], [0.80520, 1.22526, 1.83511], [0.11234, -1.06588, 1.64161], [1.85700, -1.00615, 1.32452], [-1.31194, -1.82528, -0.20940], [-0.92729, -0.19427, -0.85263], [-0.70401, -1.64451, -1.86030], [-3.16277, 0.90753, 0.72118], [-1.80957, 0.41569, 1.95796], [-2.28356, 0.50176, 0.73022], [-1.84454, 0.21758, 3.61505], [-0.18149, 1.04325, 0.42615], [-1.23185, 0.19635, 2.87366], [1.37482, -0.93601, -1.03135], [-0.07173, 1.81512, -2.88848], [-0.03529, 1.08877, -2.26786], [0.95469, 0.76945, -2.14789], [2.89068, 0.19871, -2.43643], [2.20449, 0.20521, -1.77081]], "atomic_forces_ev_per_a": [[-0.296, 0.628, -0.438], [0.864, -2.102, 1.097], [-2.407, 4.126, 0.210], [0.899, -3.228, -0.534], [-0.316, 0.038, 0.247], [0.350, -0.439, 0.007], [-0.257, 0.203, -0.095], [-0.010, 0.148, -0.212], [-0.320, 0.447, 0.449], [-0.491, 1.069, 0.338], [0.217, 0.281, 0.129], [0.162, -0.034, -0.212], [0.692, -0.401, 0.759], [-0.004, -0.108, -0.513], [0.014, -0.021, 0.011], [0.266, 0.155, -0.220], [-0.486, 0.195, -0.431], [1.921, -0.493, -1.077], [-0.011, 0.121, -0.147], [0.167, -0.329, 0.368], [-0.501, 0.437, -0.336], [0.225, -0.518, -0.221], [-0.678, -0.178, 0.822]], "mulliken_charge": [-0.9182, -0.3850, -0.0136, -0.6439, 0.3727, 0.3355, 0.4116, 0.2940, 0.3322, 0.2259, 0.3147, 0.1974, 0.3644, -0.6509, 0.2569, 0.3526, -0.6626, 0.4398, 0.2659, -0.6370, 0.3821, 0.1653, -0.7999]}